[1]
The following is a DFT calculation (wB97M-V/def2-TZVPD) of a cluster of 13 separate species, C45H65F6N5O13P in total in a non-equilibrium geometry.

Values from the calculation:
Frontier orbital gap ... 7.991 eV
E ... -107392.1117 eV
Energy relative to the best compared isomer or geometry (same formula, charge and spin) ... 0.0000 eV
HOMO ... -0.2270 Ha
E_LUMO ... 1.8135 eV
Molar mass ... 1029.00 g/mol

The geometry in ORCA input format:
```
! RIJCOSX wB97M-V def2-TZVPD def2/J DEFGRID3
* xyz -1 1
C -1.8954 -2.1239 3.9133
N -4.5996 1.2519 -2.7419
C -0.6355 1.4779 -4.1578
O 6.0552 3.3090 0.0957
H 4.4041 -3.5770 1.6889
C -3.3567 3.4201 2.7925
H 2.6453 4.2903 -2.6184
H -3.4758 0.6078 2.8833
C 1.3562 -4.3323 -5.9545
H 1.1498 -2.4361 -3.3043
H -1.7102 2.2484 1.9766
H -2.6720 1.4934 -0.1270
H 1.7610 -2.2765 -5.7566
H 5.6902 -2.6253 2.4663
C 0.7451 -4.5629 -3.8071
H 1.0874 0.6413 -5.2464
C 0.8271 5.6701 0.4139
H -4.8887 0.9296 -3.6474
C -2.9374 1.2365 3.5924
C -1.8079 -5.2442 -0.8339
O -3.9182 1.8739 4.4491
C 1.1407 -3.2640 -3.9955
N -3.8057 -2.8813 0.7599
H 3.6198 -5.9446 0.3789
H -0.4187 0.7611 -6.1926
C -0.0877 2.7669 -3.5841
C -0.2947 4.8357 1.0152
H 3.6503 -2.1777 -0.8569
H -1.4620 2.8360 3.5583
H 0.6993 2.6498 -2.8429
C -1.4486 -3.2174 5.8289
H 4.7479 -0.7446 -1.0283
C 4.4670 -1.4943 1.0168
H 2.1749 -4.0060 -1.0920
H 0.0583 4.0734 1.6982
F -0.2646 -0.8842 1.0417
H -3.6830 -3.1353 3.5327
O 0.8971 4.5614 -4.9326
F 1.0761 -1.5741 -0.6961
O 6.0149 -3.2082 0.5088
C 3.5718 2.3154 -2.0917
C 1.3073 1.9547 2.9946
C 0.1804 1.2250 -5.4129
H -1.6908 1.5488 -4.4383
N 1.5192 -3.1356 -5.2984
H -3.0883 4.4674 2.6973
O 6.2861 -2.9433 -1.6851
H 4.0252 5.0468 -0.3306
H 0.6122 1.3703 2.3948
H -0.9290 -3.6093 6.6866
H -0.4554 -4.7190 2.1345
O -4.7704 3.9199 4.7464
C -5.1881 2.2961 -2.0899
C -0.9502 -2.2663 4.8927
H 3.6786 1.3036 1.2531
H 2.0894 3.1148 1.2884
C -5.5371 -2.8800 2.1298
C -0.8527 5.5684 -1.1342
O 3.3601 0.8375 3.2755
C 2.3695 2.7481 2.2766
H 2.0108 -4.2074 0.6599
N -2.9138 -3.0070 4.1785
H -6.0375 2.8390 -2.4668
H -0.9283 3.2971 -3.1406
O 0.4798 6.0114 -0.8538
F 0.8528 0.5118 -1.6638
H -6.3977 -3.2290 2.6783
C -3.3849 1.6006 -0.9271
C 4.5539 -1.6751 -0.5063
H 0.7702 2.5632 3.7203
H 1.5292 -5.5035 -0.4454
O 4.6754 2.1087 -1.1837
H -2.2940 -5.7186 -1.6705
C 3.0798 3.7270 -1.7922
H 3.9148 2.1728 -3.1169
H -3.4961 -0.7939 0.5724
H 5.0274 -0.6089 1.3133
C -1.0387 4.3655 -0.2294
C -1.4926 -5.7340 0.4650
H 4.4931 2.3301 2.4415
H -0.9329 5.5504 1.5508
F 1.6910 0.2327 0.5037
C -2.6581 -3.6560 5.3486
C -4.6931 -3.6893 1.4050
P 0.3638 -0.1933 -0.3018
H 2.8310 1.5618 -1.8370
C -2.2378 2.3999 2.9207
H -2.0786 4.0913 -0.0545
H -0.5400 3.4838 -0.6388
H -2.8817 0.0455 -2.4595
C -0.8124 -4.7384 1.1176
C 5.1416 3.2722 -0.6741
C 0.8602 -5.2289 -5.0537
O 1.7834 0.3466 4.7767
H -1.5769 6.3580 -0.9044
H 0.3727 -4.9791 -2.8860
H -0.6558 0.6387 -3.4613
C 5.6949 -2.6642 -0.6826
C 5.1202 -2.7628 1.5523
C 4.2975 4.4269 -1.1846
C -4.0579 -1.5743 1.0596
C 2.1065 0.9260 3.7809
C -4.4792 2.5126 -0.9394
C -1.3404 -3.9545 -0.8902
H 3.4344 -1.3924 1.3397
C -4.1103 3.1673 4.0901
H -0.3471 -2.7510 0.5153
H 2.2813 3.6874 -1.0442
H -0.0507 -1.6821 5.0191
C -5.1609 -1.5334 1.8742
F -0.3028 1.2294 0.1637
C 2.2720 -4.7173 -0.2737
O 1.8732 6.0003 0.8919
H -0.9487 5.3573 -2.1967
H -2.9608 -3.2116 0.3102
C 0.4774 3.4460 -4.8247
H -1.6926 -6.7114 0.8725
H -4.7476 3.2188 -0.1707
H -2.2424 0.6616 4.1960
F -1.0080 -0.5949 -1.0712
N -0.7642 -3.6461 0.3104
H 1.5441 -4.3900 -7.0126
H -4.0750 3.1545 2.0084
H 4.8366 5.0633 -1.8844
C -3.4864 0.8406 -2.0620
H -5.6657 -0.6686 2.2726
O 0.5749 2.5476 -5.8358
H -4.5872 -4.7596 1.3583
H 2.6876 3.6501 2.8021
H 0.5640 -6.2461 -5.2507
O 3.6052 -5.2074 -0.2366
H -3.3434 -4.4189 5.6808
C 3.5779 1.7834 2.2230
H -1.9281 -1.5086 3.0307
H -1.4715 -3.2117 -1.6608
*
```



[2]
The following is a DFT calculation (wB97M-V/def2-TZVPD) of the molecule C4H8N2O in a non-equilibrium geometry.

Values from the calculation:
SMILES ... C=N/C(O)=C(\C)N
Frontier orbital gap ... 7.717 eV
E ... -9303.8426 eV
Energy relative to the best compared isomer or geometry (same formula, charge and spin) ... 2.5506 eV
HOMO ... -0.2589 Ha
E_LUMO ... 0.6719 eV
Molar mass ... 100.12 g/mol

The geometry in ORCA input format:
```
! RIJCOSX wB97M-V def2-TZVPD def2/J DEFGRID3
* xyz 0 1
H 0.9888 -2.8627 1.1073
N -0.7065 1.6080 -1.1017
H -1.4663 1.5291 1.4583
N 1.3340 -0.8653 0.6791
C 0.7829 -2.0174 0.4333
H -0.1237 1.5496 -1.9368
C 0.9155 0.0964 -0.1814
C -0.3134 0.6788 -0.1429
H -2.1934 0.0936 0.7102
H -0.8396 -0.0716 1.8386
O 1.7791 0.4055 -1.2056
C -1.2485 0.5431 1.0325
H 0.1920 -2.2523 -0.4674
H -1.7014 1.5978 -1.2990
H 2.6005 -0.0326 -0.9246
*
```



[3]
The following is a DFT calculation (wB97M-V/def2-TZVPD) of the molecule C6H13N2O3P in a non-equilibrium geometry.

Values from the calculation:
SMILES ... CN1C[C@]2(CO)CO[P@@]1(=N)OC2
Frontier orbital gap ... 9.683 eV
E ... -24842.3712 eV
Energy relative to the best compared isomer or geometry (same formula, charge and spin) ... 2.0041 eV
HOMO ... -0.3344 Ha
E_LUMO ... 0.5822 eV
Molar mass ... 192.16 g/mol

The geometry in ORCA input format:
```
! RIJCOSX wB97M-V def2-TZVPD def2/J DEFGRID3
* xyz 0 1
C 1.7109 -2.2517 0.5173
N 1.1199 -0.9358 0.3937
H 1.7683 -2.6822 1.5800
O 1.0197 0.7733 -1.8791
H -0.8620 -1.2792 1.2349
H -0.7878 -0.1059 -2.1492
P 1.9312 0.4071 0.0021
C -0.9043 0.5301 -0.2353
H -0.5811 2.5582 0.4276
O 1.0552 1.5843 0.6826
H -2.7524 1.1057 -1.0191
H -2.6694 -0.6711 -0.4714
C -0.3523 0.7311 -1.6608
H -0.6478 -1.6859 -0.5221
H 1.1028 -2.9151 -0.0279
C -2.4056 0.3279 -0.2041
H -2.7731 1.4327 1.3325
H 4.0662 0.9997 0.3606
C -0.3563 -0.9058 0.2487
H 2.7325 -2.1742 -0.0187
H -0.5716 1.3465 1.8263
H -0.9266 1.5049 -2.1679
N 3.4425 0.1842 0.0400
C -0.3165 1.5650 0.6640
O -3.0422 0.5562 1.0452
*
```



[4]
The following is a DFT calculation (wB97M-V/def2-TZVPD) of a cluster of 4 separate species, C35H65O15P3 in total in a non-equilibrium geometry.

Values from the calculation:
SMILES ... CCOCCCCCc1ccc2c(c1)C(=O)C=CC2=O.CCOP(=O)(OCC)OCC.CCOP(=O)(OCC)OCC.CCOP(=O)(OCC)OCC
Frontier orbital gap ... 7.000 eV
E ... -95908.1212 eV
HOMO ... -0.3284 Ha
E_LUMO ... -1.9363 eV
Molar mass ... 818.81 g/mol

The geometry in ORCA input format:
```
! RIJCOSX wB97M-V def2-TZVPD def2/J DEFGRID3
* xyz 0 1
H -4.4451 4.3863 -4.1456
H 1.5332 -1.0480 8.0749
C 2.4419 0.3395 6.6670
C 1.3933 3.4781 4.5487
H 2.2692 -1.8125 6.6774
C 4.4568 -3.5559 -4.3050
H 3.3027 -1.1594 7.9685
H 3.5354 -3.6357 -3.5713
H -1.8435 5.8782 -3.5431
H -2.5924 -5.8795 1.9872
H -1.7910 -5.2369 0.5496
O -2.9749 -3.9008 1.5188
H -4.0547 -5.0531 -0.5866
H -1.9796 1.2421 0.8673
C 4.4235 -2.1556 -5.2199
C -1.6148 1.6062 -0.0994
H 5.1671 4.1503 -7.9913
P -2.8922 2.8137 -2.1248
H 0.4842 1.3590 0.3636
C 6.9706 0.8804 -7.0379
H 1.9439 2.7428 3.9522
H -6.3624 0.7809 -1.0964
H -3.8608 5.8588 -4.9393
H 3.2518 0.3166 5.9296
H -4.7754 -5.8580 0.8047
H 6.7661 -3.5958 -4.4232
H -0.6318 3.8601 5.2030
C -3.5039 -1.4812 4.1720
O -5.1427 -3.1558 1.4271
H -2.9940 -0.2093 7.2247
O -0.3555 1.8369 4.9474
C -0.2089 2.1519 0.0698
C -0.0923 3.1723 4.5441
H -6.5609 -2.7914 3.7602
H -7.0665 -3.1640 0.7604
H 7.5277 3.3402 -7.0876
O 4.2572 0.2700 -1.4931
H -6.8212 -1.4696 2.6261
C 5.9117 -3.8653 -3.6346
O 1.2316 0.5563 5.9614
C 5.6041 0.0267 -6.6172
O -3.1590 -4.0952 3.8621
H 3.1063 -0.8493 -3.0355
O 3.2037 2.1242 -9.0419
H -6.6674 -4.4531 1.9036
O 8.1936 0.3236 -7.1375
C -3.8572 5.2981 -4.0009
O -1.1844 0.3903 6.5231
H 5.9856 -5.0509 -3.5148
H 3.9646 -2.5176 -1.7583
C 5.0779 -2.2255 -1.5539
C 4.1377 0.5604 -7.1319
O -1.5713 2.2273 -2.6802
C 5.3852 2.9940 -7.7954
H -4.2145 1.8380 6.6433
C -7.0389 -2.5267 2.8125
H -1.4571 -2.2162 4.1112
H -4.3637 5.8894 -3.2306
H 6.2906 -0.3220 -1.2325
C -2.4408 4.9615 -3.5787
H -3.2715 1.3264 5.2213
P -4.0959 -3.6516 2.7121
H 0.1610 2.6125 -0.8525
H 5.7159 -0.4559 -3.0226
C 6.2097 -3.2174 -2.1779
C -3.8490 -5.7514 0.2316
H 2.3597 2.3328 -2.4689
H -8.1190 -2.6520 2.9293
C 4.1402 1.9197 -8.0808
H 5.2062 -2.2750 -0.3672
C 2.9107 -1.6434 -5.7175
H -5.5956 2.4688 -2.8187
C 3.0397 0.0607 -2.2919
H 1.4455 1.0861 -3.5583
H -1.6437 0.7546 -0.7880
H -2.7062 2.6647 6.2175
O 0.3769 1.2218 8.0831
H 3.1970 1.5562 -4.0739
H -4.6071 0.7305 -1.3285
O -2.4888 2.6398 -0.5208
O -2.4177 4.3925 -2.2825
C 5.7518 -1.3112 -5.6756
H 1.7995 3.4381 5.5636
H 7.2813 -2.6939 -2.2375
C -2.4261 0.7204 7.1181
C 2.5206 1.3729 -3.1272
H -6.3878 3.2228 -1.4289
C -2.0034 -1.2822 4.2813
H 2.6599 1.1691 7.3485
H -1.9692 4.2863 -4.2994
C -6.5194 -3.3918 1.6801
O -4.3682 3.4690 -1.5043
H -3.5942 -6.7274 -0.1895
C 2.3883 -0.9922 7.3928
C 2.8033 -0.2797 -6.6796
O -3.8304 -2.0208 2.9024
H -2.2708 1.1309 8.1206
H -1.6554 -0.5758 3.5205
H 1.5827 4.4768 4.1453
C -5.4364 1.3502 -0.9752
H 6.8312 -1.6250 -5.3514
C 5.3605 -0.6178 -1.9200
C -2.7293 -5.2349 1.1133
H -1.7322 -0.8964 5.2677
H 1.9446 -2.2696 -5.4020
P 0.0310 1.5124 6.6022
H -4.0040 -0.5099 4.2539
H 1.7312 0.0352 -7.0458
H 6.3510 -4.1145 -1.4063
C -3.2045 1.6908 6.2519
H -5.2689 1.5348 0.0913
C 6.7298 2.5051 -7.2884
H 2.1777 -0.2204 -1.5182
H -3.8945 -2.1058 4.9828
H -0.1923 2.9339 0.8359
H 4.2745 -4.4207 -5.1096
C -5.5068 2.6559 -1.7439
H -0.4916 3.2951 3.5330
*
```



Q: What is the formula in the first record?
A: C45H65F6N5O13P



Q: Which of these has the lowest frontier orbital gap?
A: C35H65O15P3



Q: Which formula does entry 2 have?
A: C4H8N2O



Q: Which of these has the highest E?
A: C4H8N2O